# 1
The following is a quantum chemistry calculation of a cluster of 6 separate species, C20H48BBrIN5O6Si in total in a non-equilibrium geometry, from OMol25.

XYZ file:
```
83
Properties=species:S:1:pos:R:3:lowdin_charge:R:1
C 5.4223 -2.7392 0.9612 -0.132
C 5.6784 -1.5304 -0.1167 -0.222
B 4.3308 -0.6942 -0.5502 -0.535
O 4.3714 0.7943 -0.3572 -0.043
Si 2.7176 -1.4177 -1.3234 0.250
I 3.2719 -2.0685 -3.6956 0.393
C 1.9525 -2.9108 -0.3822 -0.418
C 1.1841 -2.5421 1.0162 -0.678
C 0.7946 -0.9624 1.2081 -0.176
Br -0.5396 -3.6326 1.0090 0.642
H 6.1165 -2.5375 1.8973 0.088
H 4.3120 -2.8308 1.3213 0.055
H 5.8440 -3.7301 0.4572 0.093
H 6.2532 -1.9060 -1.0892 0.114
H 6.4222 -0.7633 0.4109 0.102
H 3.6146 1.0677 0.2418 0.093
H 1.7294 -0.3235 -1.3886 -0.037
H 2.7579 -3.7681 -0.1790 0.099
H 1.1472 -3.4038 -1.1090 0.063
H 1.8146 -2.9569 1.9306 0.107
H 0.1554 -0.4982 0.3360 0.089
H 0.0939 -0.9093 2.1736 0.067
H 1.7405 -0.2931 1.4956 0.101
C -4.7827 -3.3759 0.9939 -0.062
N -4.5036 -1.9589 0.8813 -0.194
C -5.5729 -1.0657 0.4857 -0.077
C -3.2552 -1.4330 1.1378 -0.356
O -2.9525 -0.2492 1.0618 -0.022
H -5.1226 -3.7483 0.0232 0.090
H -5.5698 -3.5237 1.7391 0.088
H -3.8911 -3.9305 1.2989 0.073
H -5.2820 -0.5471 -0.4329 0.084
H -5.7272 -0.3237 1.2750 0.093
H -6.4988 -1.6221 0.3171 0.088
H -2.5169 -2.1977 1.4303 0.009
C -7.9853 3.9254 -1.5904 -0.060
N -7.3539 2.6230 -1.5304 -0.197
C -6.2524 2.3389 -2.4268 -0.047
C -7.7666 1.6460 -0.6493 -0.292
O -7.2784 0.5280 -0.5471 -0.020
H -8.3876 4.0781 -2.5960 0.092
H -7.2357 4.6926 -1.3752 0.089
H -8.7979 4.0037 -0.8630 0.084
H -6.5132 1.4778 -3.0495 0.100
H -5.3668 2.0894 -1.8344 0.087
H -6.0390 3.2022 -3.0627 0.076
H -8.6095 1.9657 -0.0148 0.132
C -1.1160 3.3120 -3.3984 -0.062
N -2.4554 3.8535 -3.5048 -0.203
C -3.1006 4.3605 -2.3114 -0.043
C -3.1353 3.9021 -4.7032 -0.323
O -4.2654 4.3452 -4.8625 -0.004
H -1.1287 2.4702 -2.7000 0.090
H -0.4478 4.0914 -3.0206 0.089
H -0.7516 2.9669 -4.3698 0.085
H -4.0263 3.8020 -2.1428 0.058
H -3.3486 5.4156 -2.4618 0.096
H -2.4443 4.2565 -1.4433 0.094
H -2.5545 3.4916 -5.5456 0.130
C -2.5391 -0.1554 6.2776 -0.068
N -1.6565 0.1414 5.1679 -0.203
C -2.2363 0.5298 3.8988 -0.046
C -0.2843 0.0663 5.2798 -0.323
O 0.5165 0.3030 4.3845 -0.008
H -3.1950 -0.9845 5.9966 0.088
H -3.1420 0.7305 6.4973 0.088
H -1.9714 -0.4334 7.1697 0.083
H -1.9209 -0.1826 3.1305 0.057
H -1.8682 1.5243 3.6289 0.101
H -3.3277 0.5453 3.9611 0.093
H 0.0504 -0.2376 6.2853 0.128
C 11.2405 -2.0638 -1.9344 -0.068
N 10.1496 -1.4190 -1.2326 -0.208
C 9.6796 -0.1325 -1.7035 -0.045
C 9.5446 -1.9887 -0.1325 -0.310
O 8.6211 -1.4991 0.5048 -0.006
H 12.1170 -1.4100 -1.9039 0.088
H 10.9436 -2.2303 -2.9741 0.089
H 11.4925 -3.0235 -1.4751 0.084
H 9.7880 0.6020 -0.8997 0.095
H 8.6202 -0.2144 -1.9648 0.091
H 10.2507 0.1913 -2.5778 0.088
H 9.9779 -2.9650 0.1407 0.131
```

## Properties
HOMO energy = -8.78 eV
lowest unoccupied orbital energy = -0.02 eV
SMILES string = CCB(O)[Si@@H](I)C[C@@H](C)Br.CN(C)C=O.CN(C)C=O.CN(C)C=O.CN(C)C=O.CN(C)C=O
molar mass = 700.34 g mol⁻¹
charge = 0
multiplicity = 1
frontier orbital gap = 8.8 eV

# 2
The following is a quantum chemistry calculation of a cluster of 2 separate species, C14H16 in total, from OMol25.

XYZ file:
```
30
Properties=species:S:1:pos:R:3:lowdin_charge:R:1
C 2.8012 1.8044 -1.2425 -0.060
C 2.2413 0.4149 -1.2043 -0.278
C 0.8592 0.2271 -1.1291 -0.047
C 0.2670 -1.0320 -1.0248 -0.071
C 1.1058 -2.1322 -1.0268 -0.092
C 2.4815 -1.9737 -1.2011 -0.089
C 3.0578 -0.7089 -1.2707 -0.053
H 2.0477 2.5406 -1.5554 0.077
H 3.6248 1.9180 -1.9405 0.074
H 3.1437 2.1642 -0.2672 0.081
H 0.2751 1.1115 -0.9152 0.084
H -0.8058 -1.1008 -0.9018 0.091
H 0.7726 -3.1568 -0.9532 0.097
H 3.0812 -2.8687 -1.2339 0.095
H 4.1321 -0.6388 -1.3208 0.106
C -1.8722 2.2874 0.2876 -0.053
C -1.9024 0.8874 0.8687 -0.302
C -2.8869 -0.0091 0.4657 -0.074
C -2.9659 -1.2685 1.0041 -0.097
C -2.0386 -1.6899 1.9548 -0.093
C -1.0231 -0.8229 2.3185 -0.087
C -0.9653 0.4687 1.7962 -0.063
H -0.8528 2.6597 0.2884 0.064
H -2.5065 2.9327 0.8995 0.084
H -2.2177 2.3017 -0.7433 0.078
H -3.5753 0.3557 -0.2867 0.113
H -3.7401 -1.9685 0.7265 0.101
H -2.0438 -2.7120 2.3133 0.100
H -0.3070 -1.0869 3.0803 0.100
H -0.1878 1.0960 2.2139 0.115
```

## Properties
HOMO energy = -8.86 eV
lowest unoccupied orbital energy = 0.94 eV
SMILES string = Cc1ccccc1.Cc1ccccc1
molar mass = 184.28 g mol⁻¹
charge = 0
multiplicity = 1
frontier orbital gap = 9.8 eV
relative energy (zero: lowest compared OMol25 entry of this formula, charge and spin) = 19.4 kJ/mol

# 3
The following is a quantum chemistry calculation of a cluster of 2 separate species, C4H12 in total in a non-equilibrium geometry, from OMol25.

XYZ file:
```
16
Properties=species:S:1:pos:R:3:lowdin_charge:R:1
C -0.4362 1.1618 2.3704 -0.125
C -0.0957 -0.2558 1.6063 -0.147
H 0.1328 1.9403 2.0471 0.008
H -1.4781 1.4366 2.1273 0.053
H -0.4454 0.8339 3.4475 0.071
H -0.3585 -1.2596 2.1185 0.083
H 1.0995 -0.2776 1.5995 0.091
H -0.3614 -0.2482 0.5837 -0.022
C -0.3425 -0.2096 -2.2455 -0.203
C 0.9995 -0.6168 -1.5705 -0.149
H -0.7259 -0.9311 -3.0455 0.069
H -1.2728 -0.2854 -1.6132 0.050
H -0.5072 0.8335 -2.7412 0.087
H 1.0554 -1.7003 -1.5131 0.075
H 1.0709 -0.0077 -0.7614 -0.006
H 1.6656 -0.4139 -2.4099 0.065
```

## Properties
HOMO energy = -11.32 eV
lowest unoccupied orbital energy = 1.11 eV
SMILES string = CC.CC
molar mass = 60.14 g mol⁻¹
charge = 0
multiplicity = 1
frontier orbital gap = 12.4 eV
relative energy (zero: lowest compared OMol25 entry of this formula, charge and spin) = 156.6 kJ/mol

# 4
The following is a quantum chemistry calculation of a cluster of 3 separate species, C4H6O2 in total, from OMol25.

XYZ file:
```
12
Properties=species:S:1:pos:R:3:lowdin_charge:R:1
O -0.6044 -1.5471 2.0929 0.099
C -0.4203 -0.8327 1.1541 -0.443
C -0.7857 -0.7046 -0.2045 -0.096
C -0.4250 0.6561 -0.6795 -0.216
C 0.7501 0.9015 0.1983 -0.187
O 0.5966 0.2986 1.3282 0.047
H 0.8895 -0.9796 -0.6503 0.139
H -1.5607 -1.3226 -0.6330 0.115
H -0.2182 0.7626 -1.7442 0.128
H -1.1649 1.4158 -0.3776 0.146
H 1.4248 1.7538 0.1728 0.142
H 1.5181 -0.4020 -0.6572 0.126
```

## Properties
HOMO energy = -8.49 eV
lowest unoccupied orbital energy = -0.08 eV
molar mass = 86.09 g mol⁻¹
charge = 0
multiplicity = 1
frontier orbital gap = 8.4 eV
relative energy (zero: lowest compared OMol25 entry of this formula, charge and spin) = 379.8 kJ/mol

What calculated total energy values result from the calculations? In sequence: -4702.087193, -543.065480, -159.525340, -306.361651 hartree.